Molecular formula: C54H48As2N4O5SY
Method: DFT, wB97M-V/def2-TZVPD

Structure (XYZ):
```
115
Properties=species:S:1:pos:R:3
Y -0.42 -0.52 -1.26
C -1.52 -3.95 -1.64
N -1.44 -3.12 -0.43
C -0.72 -3.82 0.61
C -0.10 -2.96 1.67
C 0.60 -3.76 2.69
C 1.56 -3.36 3.53
C 2.08 -1.97 3.61
C 0.74 -0.85 2.31
N -0.15 -1.69 1.54
C -2.77 -2.75 0.07
C -3.56 -2.05 -1.00
C -4.94 -2.21 -1.08
C -5.62 -1.58 -2.10
C -4.90 -0.84 -3.03
C -3.53 -0.74 -2.88
N -2.86 -1.32 -1.88
C -0.65 -3.47 -2.78
C -0.76 -4.08 -4.02
C 0.08 -3.69 -5.04
C 1.02 -2.70 -4.79
C 1.05 -2.12 -3.54
N 0.23 -2.50 -2.54
H -1.22 -4.98 -1.40
H -2.55 -4.02 -1.99
H -1.34 -4.61 1.07
H 0.13 -4.34 0.15
H 0.30 -4.81 2.72
H 1.97 -4.09 4.22
H 2.93 -1.88 4.28
H 0.60 0.18 1.98
H -3.32 -3.64 0.40
H -2.64 -2.10 0.94
H -5.45 -2.82 -0.35
H -6.70 -1.67 -2.19
H -5.38 -0.35 -3.86
H -2.93 -0.19 -3.58
H -1.50 -4.85 -4.17
H 0.00 -4.14 -6.02
H 1.69 -2.34 -5.56
H 1.73 -1.31 -3.31
O -0.47 2.35 -4.11
S -0.55 1.18 -3.29
O -0.79 -0.11 -3.96
O 0.70 0.93 -2.44
O -1.61 1.24 -2.21
C -1.50 2.59 5.14
C -2.13 1.43 4.70
C -2.09 1.08 3.36
C -1.44 1.88 2.42
C -0.75 3.00 2.89
C -0.79 3.36 4.23
As -1.51 1.52 0.47
C -1.16 3.36 -0.08
C -0.10 3.69 -0.91
C 0.13 5.02 -1.25
C -0.69 6.02 -0.76
C -1.75 5.69 0.08
C -1.98 4.37 0.42
C -3.45 1.47 0.18
C -4.26 0.61 0.91
C -5.63 0.60 0.72
C -6.21 1.43 -0.23
C -5.40 2.26 -0.99
C -4.03 2.28 -0.79
H -1.56 2.88 6.18
H -2.67 0.81 5.40
H -2.61 0.18 3.05
H -0.22 3.65 2.19
H -0.28 4.25 4.55
H 0.54 2.92 -1.32
H 0.94 5.26 -1.93
H -0.52 7.05 -1.03
H -2.40 6.47 0.47
H -2.81 4.13 1.08
H -3.83 -0.08 1.63
H -6.25 -0.07 1.31
H -7.28 1.43 -0.37
H -5.83 2.90 -1.75
H -3.41 2.92 -1.41
O 1.77 -0.57 -0.51
As 3.26 -0.08 0.05
C 3.05 -0.16 1.95
C 3.15 0.89 2.77
C 2.49 1.00 4.06
C 1.47 0.25 4.50
C 0.90 -0.98 3.86
C 2.20 -1.36 2.20
C 4.53 -1.40 -0.49
C 4.12 -2.41 -1.34
C 5.03 -3.40 -1.72
C 6.33 -3.36 -1.24
C 6.73 -2.35 -0.38
C 5.84 -1.37 0.00
C 3.79 1.66 -0.52
C 3.02 2.75 -0.15
C 3.39 4.02 -0.56
C 4.53 4.19 -1.34
C 5.29 3.10 -1.72
C 4.93 1.82 -1.31
H 3.71 1.77 2.44
H 2.80 1.83 4.68
H 1.06 0.50 5.47
H 0.05 -1.36 4.41
H 2.34 -2.11 1.43
H 3.10 -2.43 -1.70
H 4.71 -4.19 -2.39
H 7.03 -4.13 -1.54
H 7.75 -2.33 -0.01
H 6.15 -0.58 0.68
H 2.12 2.61 0.44
H 2.79 4.87 -0.28
H 4.81 5.18 -1.66
H 6.17 3.23 -2.34
H 5.52 0.97 -1.61
```

As for the HOMO-LUMO gap: 8.42 eV. The max |F| comes out at 0.0372 hartree/bohr. Its charge is +1. For the total energy, the calculation gives -206528.42954 eV. As for the relative energy (zero: lowest compared OMol25 entry of this formula, charge and spin): 0.0 kJ/mol.

Atom charges from the Löwdin analysis, given in e for atoms 1 to 8: 1.3817, -0.1137, -0.1876, -0.1445, -0.2567, -0.0128, -0.0022, -0.1683



Molecular formula: C54H48IN6O2S5Sn
Method: DFT, wB97M-V/def2-TZVPD

Structure (XYZ):
```
117
Properties=species:S:1:pos:R:3
Sn 0.71 -0.73 0.12
C 2.99 -2.35 3.74
C 2.16 -1.21 4.25
N 2.04 -1.03 5.54
C 1.29 0.01 5.99
C 0.65 0.89 5.16
C -0.13 2.02 5.77
O 0.66 3.21 5.93
C 0.75 0.72 3.76
C 0.13 1.64 2.85
N -0.04 1.33 1.62
C -0.67 2.12 0.70
C -1.60 3.07 0.85
C -2.06 4.01 -0.25
C -0.57 4.06 -1.82
C 0.33 2.79 -1.62
C -0.49 1.82 -0.77
I 3.44 -0.01 -1.11
C 1.53 -0.36 3.25
O 1.80 -0.59 2.03
H 3.26 -3.00 4.57
H 3.88 -1.97 3.25
H 2.43 -2.90 2.98
H 1.21 0.11 7.07
H -0.48 1.74 6.76
H -1.01 2.26 5.17
H 1.39 3.15 5.30
H -0.16 2.63 3.23
H -1.90 3.40 1.84
H -2.96 4.54 0.06
H -0.24 4.62 -2.69
H 1.23 3.07 -1.08
C 1.49 -5.25 1.45
C 0.76 -3.96 1.13
S 1.41 -3.11 -0.27
C -0.24 -3.50 1.90
C -0.68 -4.21 3.15
S -1.11 -2.00 1.58
H 2.33 -5.38 0.78
H 0.83 -6.12 1.35
H 1.88 -5.25 2.47
H -0.45 -5.28 3.12
H -1.75 -4.09 3.30
H -0.18 -3.79 4.03
N -1.41 -1.13 -1.94
S -2.76 -1.60 -1.95
N -3.84 -0.89 -3.19
S -4.47 0.48 -3.05
N -3.88 1.68 -2.22
S -2.29 2.03 -2.52
N -1.60 1.32 -1.24
C 0.71 2.23 -3.01
C 1.09 3.07 -4.06
C 1.45 2.56 -5.30
C 1.43 1.19 -5.52
C 1.07 0.35 -4.48
C 0.72 0.86 -3.24
C -2.08 3.71 -1.82
C -2.97 4.65 -2.56
C -2.93 5.99 -2.51
C -2.02 6.81 -1.72
C -1.10 6.36 -0.87
C -0.81 4.93 -0.56
C -6.13 0.42 -2.38
C -6.54 1.25 -1.35
C -7.82 1.10 -0.85
C -8.67 0.14 -1.38
C -8.24 -0.69 -2.41
C -6.96 -0.56 -2.91
C -4.75 1.01 -4.73
C -4.14 0.34 -5.78
C -4.30 0.82 -7.07
C -5.06 1.96 -7.29
C -5.67 2.63 -6.23
C -5.50 2.16 -4.94
C -3.00 -3.33 -2.32
C -2.30 -4.15 -1.44
C -2.30 -5.52 -1.68
C -2.97 -6.04 -2.78
C -3.64 -5.20 -3.66
C -3.66 -3.82 -3.43
C -3.87 -1.38 -0.55
C -3.51 -0.45 0.42
C -4.38 -0.21 1.48
C -5.58 -0.91 1.57
C -5.91 -1.85 0.61
C -5.06 -2.09 -0.46
H 1.15 4.14 -3.92
H 1.75 3.24 -6.09
H 1.71 0.79 -6.48
H 1.07 -0.73 -4.62
H 0.43 0.18 -2.46
H -3.73 4.19 -3.18
H -3.66 6.52 -3.11
H -2.12 7.88 -1.85
H -0.49 7.09 -0.35
H -0.04 4.85 0.20
H -5.85 1.98 -0.93
H -8.16 1.73 -0.03
H -9.67 0.03 -0.98
H -8.90 -1.45 -2.81
H -6.60 -1.21 -3.69
H -3.55 -0.54 -5.57
H -3.83 0.31 -7.89
H -5.19 2.33 -8.30
H -6.25 3.52 -6.41
H -5.96 2.68 -4.10
H -1.74 -3.72 -0.62
H -1.75 -6.17 -1.01
H -2.96 -7.10 -2.96
H -4.15 -5.60 -4.52
H -4.17 -3.15 -4.11
H -2.57 0.06 0.34
H -4.09 0.50 2.24
H -6.24 -0.73 2.40
H -6.84 -2.41 0.69
H -5.32 -2.83 -1.21
```

As for the HOMO-LUMO gap: 4.56 eV. The max |F| comes out at 0.0168 hartree/bohr. Its charge is -1. For the total energy, the calculation gives -137913.80860 eV. As for the relative energy (zero: lowest compared OMol25 entry of this formula, charge and spin): 135.1 kJ/mol.

Atom charges from the Löwdin analysis, given in e for atoms 1 to 8: 0.5997, -0.0141, -0.2480, 0.1042, -0.1233, -0.1835, -0.2244, -0.0707